1.
Density functional theory data (ωB97M-V with the def2-TZVPD basis set) for a structure of composition C9H20BBr8Na4O3 in a non-equilibrium geometry.

The geometry in ORCA input format:
```
! wB97M-V def2-TZVPD RIJCOSX def2/J DEFGRID3
* xyz 1 1
Na 18.554 23.499 -22.911
Na 20.778 27.318 -22.448
Na 17.147 26.607 -21.383
Na 21.063 22.960 -20.896
C 19.800 25.481 -20.574
O 21.013 25.443 -20.860
O 19.347 26.579 -20.462
O 19.094 24.501 -20.798
B 20.818 22.588 -23.541
H 20.751 23.571 -23.101
H 21.765 22.481 -24.047
H 20.740 21.832 -22.774
H 19.965 22.421 -24.180
Br 23.979 26.622 -24.703
C 24.819 25.502 -23.211
C 23.774 24.467 -22.696
Br 24.725 23.167 -21.616
H 25.085 26.212 -22.427
H 25.674 25.024 -23.688
H 23.171 23.945 -23.439
H 23.095 24.889 -21.955
Br 17.119 29.227 -20.375
C 18.727 29.245 -19.214
C 18.595 28.455 -17.970
Br 20.190 28.889 -16.804
H 18.987 30.286 -19.020
H 19.669 29.016 -19.711
H 18.678 27.385 -18.163
H 17.742 28.711 -17.342
Br 18.310 24.464 -16.007
C 18.057 23.695 -17.838
C 17.251 22.363 -17.807
Br 17.467 21.556 -19.647
H 18.998 23.573 -18.374
H 17.482 24.413 -18.422
H 16.205 22.514 -17.538
H 17.701 21.705 -17.063
Br 22.303 23.019 -18.438
C 22.889 24.874 -18.001
C 21.974 25.524 -16.928
Br 21.813 24.371 -15.261
H 22.808 25.448 -18.924
H 23.916 24.843 -17.636
H 21.002 25.599 -17.416
H 22.302 26.501 -16.574
*
```

- E_tot: -594478.7267 eV
- HOMO-LUMO gap: 6.767 eV

Here are the natural (NBO) charges for atoms 1 to 8, given in e:
1. Na 0.9663
2. Na 0.9754
3. Na 0.9420
4. Na 0.8982
5. C 0.9197
6. O -0.9446
7. O -0.9445
8. O -0.9500

---

2.
Density functional theory data (ωB97M-V with the def2-TZVPD basis set) for a structure of composition C2H2CrFLiO2 in a non-equilibrium geometry.

The geometry in ORCA input format:
```
! wB97M-V def2-TZVPD RIJCOSX def2/J DEFGRID3
* xyz 0 5
F -2.361 -0.408 0.562
C -1.124 0.241 0.480
C -1.132 1.490 0.960
H -0.223 2.092 0.891
H -2.021 1.953 1.403
O 1.327 -2.007 -1.386
O 2.330 -1.244 -0.527
Li 2.685 -1.270 -2.267
Cr 0.520 -0.848 -0.116
*
```

- E_tot: -37541.7337 eV
- HOMO-LUMO gap (spin up / spin down): 7.440 / 8.014 eV

Here are the natural (NBO) charges for atoms 1 to 8, given in e:
1. F -0.4027
2. C -0.1340
3. C -0.5516
4. H 0.1931
5. H 0.2027
6. O -0.7175
7. O -0.7384
8. Li 0.9593

---

3.
Density functional theory data (ωB97M-V with the def2-TZVPD basis set) for the molecule C2H6N2S in a non-equilibrium geometry.

The geometry in ORCA input format:
```
! wB97M-V def2-TZVPD RIJCOSX def2/J DEFGRID3
* xyz 0 1
H 1.761 -1.593 0.180
N 2.227 -0.666 -0.031
C 1.264 0.109 -0.216
N -0.118 -0.127 -0.212
C -1.109 0.948 -0.059
S -0.599 -1.742 -0.221
H 1.520 1.165 -0.410
H -1.113 1.335 0.936
H -2.134 0.592 -0.361
H -0.722 1.773 -0.644
H -0.976 -1.794 1.038
*
```

- E_tot: -15985.5498 eV
- Energy relative to the best compared isomer or geometry (same formula, charge and spin): 1.249 eV
- SMILES string: [H]/N=C\N(C)S
- HOMO-LUMO gap: 9.732 eV

Here are the natural (NBO) charges for atoms 1 to 8, given in e:
1. H 0.3277
2. N -0.6572
3. C 0.2681
4. N -0.6085
5. C -0.4044
6. S 0.2044
7. H 0.1609
8. H 0.1910

---

4.
Density functional theory data (ωB97M-V with the def2-TZVPD basis set) for a cluster of 5 separate species, H9O4S in total in a non-equilibrium geometry.

The geometry in ORCA input format:
```
! wB97M-V def2-TZVPD RIJCOSX def2/J DEFGRID3
* xyz -1 1
S -0.008 0.377 0.656
H -0.608 0.444 -0.515
H -2.265 2.029 2.827
H -1.243 1.022 2.429
O -1.585 1.487 3.243
H 3.053 -0.418 0.854
H 1.866 -0.767 -0.066
O 2.852 -0.745 -0.039
H -0.905 -2.310 -1.490
H -0.821 -1.853 0.120
O -1.089 -2.511 -0.536
H 0.829 1.072 -2.992
H -0.009 0.926 -1.788
O -0.068 1.247 -2.702
*
```

- E_tot: -19173.1761 eV
- Energy relative to the best compared isomer or geometry (same formula, charge and spin): 0.934 eV
- HOMO-LUMO gap: 8.094 eV

Here are the natural (NBO) charges for atoms 1 to 8, given in e:
1. S -0.9444
2. H 0.0590
3. H 0.4492
4. H 0.5010
5. O -0.9872
6. H 0.4615
7. H 0.4994
8. O -0.9944

---

5.
Density functional theory data (ωB97M-V with the def2-TZVPD basis set) for a structure of composition C15H15CoN in a non-equilibrium geometry.

The geometry in ORCA input format:
```
! wB97M-V def2-TZVPD RIJCOSX def2/J DEFGRID3
* xyz -2 4
C -2.728 -1.424 -2.514
C -3.105 -2.135 -1.344
C -1.931 -2.484 -0.629
C -0.801 -1.977 -1.324
C -1.286 -1.392 -2.568
Co -1.485 0.092 -1.210
N -0.880 1.094 -2.790
C -2.635 1.351 -0.850
C -2.810 0.457 0.156
H -1.886 -3.070 0.296
H -4.127 -2.429 -1.083
H 0.259 -2.074 -1.050
H -0.655 -1.164 -3.431
H -3.391 -1.035 -3.293
H -3.793 0.009 0.182
H -1.926 2.187 -0.655
H -0.404 1.763 -2.103
H -2.422 0.714 1.124
H -3.317 1.339 -1.733
C -0.096 0.393 -0.039
C 0.971 0.387 0.592
C 2.153 0.558 1.351
C 3.410 0.522 0.715
C 4.558 0.782 1.455
C 4.468 1.070 2.826
C 3.214 1.089 3.457
C 2.059 0.831 2.730
H 3.461 0.315 -0.355
H 5.531 0.769 0.963
H 5.375 1.283 3.401
H 3.141 1.315 4.521
H 1.077 0.861 3.201
*
```

- E_tot: -54905.3229 eV
- Energy relative to the best compared isomer or geometry (same formula, charge and spin): 0.392 eV
- HOMO-LUMO gap (spin up / spin down): 2.020 / 7.156 eV

Here are the natural (NBO) charges for atoms 1 to 8, given in e:
1. C -0.3759
2. C -0.2832
3. C -0.2769
4. C -0.3490
5. C -0.3398
6. Co 0.6942
7. N -0.8167
8. C -0.4816

---

6.
Density functional theory data (ωB97M-V with the def2-TZVPD basis set) for a cluster of 2 separate species, C3H4N2 in total in a non-equilibrium geometry.

The geometry in ORCA input format:
```
! wB97M-V def2-TZVPD RIJCOSX def2/J DEFGRID3
* xyz 0 1
C -1.030 -0.308 -0.771
C -1.020 -0.586 0.548
C 1.279 -0.259 -0.030
N 0.326 -0.783 -0.930
N 0.301 -1.153 0.507
H -1.819 -0.042 -1.420
H -1.745 -0.572 1.395
H 2.225 -0.586 -0.179
H 1.138 1.158 0.319
*
```

- E_tot: -6150.1235 eV
- Energy relative to the best compared isomer or geometry (same formula, charge and spin): 5.777 eV
- HOMO-LUMO gap: 10.521 eV

Here are the natural (NBO) charges for atoms 1 to 8, given in e:
1. C -0.1062
2. C -0.1027
3. C 0.0114
4. N -0.2841
5. N -0.2802
6. H 0.2180
7. H 0.2197
8. H 0.1985